Version one
This record from the Open Molecules 2025 dataset describes a cluster of 7 separate species, H14O7 in total. The level of theory is wB97M-V/def2-TZVPD.

Last column: natural (NBO) charge in e.
CARTESIAN COORDINATES (ANGSTROEM)
O1 -12.97 -0.20 -28.59  -0.9689
H1 -10.21 -0.38 -30.60  0.5023
O2 -10.18 -3.65 -31.79  -0.9514
H2 -10.97 -4.15 -31.74  0.4726
O3 -12.70 -4.63 -31.09  -0.9893
H3 -12.22 -1.30 -31.36  0.4963
H4 -15.75 0.31 -30.91  0.4741
H5 -12.51 -5.56 -31.18  0.4964
H6 -10.40 -2.79 -32.07  0.4878
H7 -13.96 0.03 -28.61  0.4646
H8 -10.32 0.16 -32.04  0.4865
H9 -13.58 -4.43 -30.73  0.5113
O4 -14.93 0.14 -31.36  -0.9830
H10 -10.55 -3.84 -29.96  0.4729
O5 -12.87 -1.90 -31.03  -0.9913
O6 -10.88 -3.53 -29.13  -0.9442
O7 -10.36 -0.67 -31.54  -0.9729
H11 -14.52 -0.73 -31.23  0.5018
H12 -12.47 -2.75 -31.11  0.4916
H13 -12.87 -0.81 -29.38  0.4902
H14 -10.95 -4.39 -28.71  0.4524

Computed properties:
Net charge: 0
SMILES string: O.O.O.O.O.O.O
Frontier orbital gap, eV: 10.7

Version two
This record from the Open Molecules 2025 dataset describes a cluster of 7 separate species, H14O7 in total. The level of theory is wB97M-V/def2-TZVPD.

Last column: natural (NBO) charge in e.
CARTESIAN COORDINATES (ANGSTROEM)
H1 -19.86 9.40 26.01  0.4719
H2 -17.94 9.97 20.13  0.4638
O1 -18.39 9.43 20.78  -0.9405
H3 -19.16 12.69 26.90  0.4736
O2 -16.50 13.85 21.98  -0.9382
H4 -24.45 9.87 19.90  0.4641
O3 -23.89 9.66 20.65  -0.9340
H5 -20.23 11.95 23.95  0.4744
O4 -20.03 8.55 25.60  -0.9413
H6 -18.89 10.05 21.30  0.4764
O5 -19.73 11.93 26.95  -0.9499
O6 -20.07 11.89 23.01  -0.9600
H7 -16.43 14.45 22.72  0.4642
H8 -20.79 12.37 22.61  0.4846
H9 -19.92 11.83 27.88  0.4768
H10 -20.50 8.76 24.80  0.4691
H11 -23.31 14.07 21.91  0.4752
H12 -23.02 13.60 20.50  0.4772
H13 -17.13 13.18 22.27  0.4739
H14 -23.73 10.51 21.07  0.4700
O7 -22.80 13.43 21.42  -0.9514

Computed properties:
Net charge: 0
SMILES string: O.O.O.O.O.O.O
Frontier orbital gap, eV: 11.1

The most stable structure shown above is version one; the least stable is version two.